{
  "formula": "C11H22Cl15NO3PS",
  "method": "ωB97M-V/def2-TZVPD",
  "charge": 1,
  "e_homo_ev": -12.14,
  "species": ["C", "C", "C", "N", "P", "C", "C", "C", "S", "O", "O", "O", "H", "H", "H", "H", "H", "H", "H", "H", "H", "H", "H", "H", "H", "H", "H", "H", "H", "C", "Cl", "Cl", "Cl", "H", "C", "Cl", "Cl", "Cl", "H", "C", "Cl", "Cl", "Cl", "H", "C", "Cl", "Cl", "Cl", "H", "C", "Cl", "Cl", "Cl", "H"],
  "xyz": [[-2.953301, 5.427256, 0.711298], [-4.067617, 4.977704, 1.659001], [-4.477437, 3.528429, 1.463195], [-3.359770, 2.563074, 1.699616], [-2.287751, 2.733641, 2.909214], [-0.868230, 1.616787, 2.816763], [-1.123799, 0.322091, 2.016964], [-0.425072, 0.165449, 0.660694], [-0.009396, 1.607230, -0.294310], [-0.944022, 2.655559, 0.002472], [0.239938, 1.145451, -1.610576], [1.410314, 2.042258, 0.281786], [-2.391429, 6.267405, 1.119042], [-3.368097, 5.750715, -0.243414], [-2.251599, 4.617823, 0.496010], [-4.970237, 5.569712, 1.497831], [-3.804004, 5.165334, 2.706407], [-4.773727, 3.364995, 0.426392], [-5.325068, 3.270197, 2.101333], [-3.707884, 1.611321, 1.599669], [-2.822954, 2.546970, 4.195751], [-1.847436, 4.054864, 2.910150], [-0.024886, 2.187248, 2.435269], [-0.637123, 1.391880, 3.860944], [-0.824177, -0.530398, 2.624682], [-2.195683, 0.212599, 1.861823], [-1.073469, -0.381697, -0.025610], [0.512761, -0.387517, 0.739538], [1.331526, 2.826501, 0.850503], [3.465309, -0.436935, -2.098308], [3.533247, -1.850173, -1.022361], [4.831581, 0.632838, -1.787233], [3.409096, -0.916242, -3.783355], [2.552902, 0.096226, -1.865236], [3.727102, -5.380350, -2.727552], [2.819481, -6.333979, -1.561023], [4.999997, -6.329634, -3.491893], [2.643851, -4.694162, -3.940505], [4.193439, -4.559489, -2.195506], [-5.747850, -0.837731, 1.124095], [-7.115392, -0.495735, 0.101360], [-4.218616, -0.627326, 0.246501], [-5.743581, 0.194832, 2.572221], [-5.794303, -1.865387, 1.461569], [4.934340, -3.860553, -6.602647], [3.621344, -2.716192, -6.897999], [5.207480, -4.883252, -8.008431], [6.407455, -3.016144, -6.128625], [4.637377, -4.495696, -5.778628], [5.014378, -4.714057, 2.167915], [3.575520, -4.326557, 1.212885], [4.638290, -4.722032, 3.889135], [5.700323, -6.247594, 1.652158], [5.746863, -3.937553, 1.989027]],
  "forces_ev_per_angstrom": [[0.0, 0.0, 0.0], [-0.1, 0.0, 0.0], [0.1, 0.1, -0.1], [-0.4, -0.1, 0.4], [0.0, 0.1, -0.1], [0.1, -0.1, 0.1], [-0.1, 0.1, 0.0], [0.1, -0.1, 0.0], [0.0, -0.1, 0.2], [0.1, 0.1, 0.0], [0.0, 0.1, -0.2], [0.0, 0.1, 0.3], [-0.1, 0.0, 0.0], [0.0, -0.1, 0.0], [0.0, 0.1, 0.0], [0.0, 0.0, 0.0], [0.0, -0.1, 0.0], [0.0, 0.0, 0.0], [0.0, 0.0, 0.0], [0.2, 0.0, -0.2], [0.0, 0.1, 0.0], [0.0, 0.0, 0.0], [-0.1, 0.0, 0.0], [0.0, 0.0, 0.0], [0.0, 0.0, 0.0], [0.0, -0.2, 0.0], [0.1, -0.1, 0.0], [-0.1, 0.0, 0.0], [0.1, -0.1, -0.3], [0.0, 0.0, 0.0], [0.0, 0.0, 0.0], [0.0, 0.0, 0.0], [0.0, -0.1, 0.0], [0.0, 0.0, 0.0], [0.0, 0.1, 0.0], [0.0, -0.1, 0.0], [0.0, 0.0, 0.0], [0.0, 0.0, 0.0], [0.0, 0.0, 0.0], [0.1, 0.0, 0.1], [0.0, 0.0, 0.0], [0.0, 0.0, -0.1], [0.0, 0.0, 0.0], [0.0, 0.0, 0.0], [0.0, 0.0, 0.0], [0.0, 0.0, 0.0], [0.0, 0.0, 0.0], [0.0, 0.0, 0.0], [0.0, 0.0, 0.0], [0.0, 0.0, 0.0], [0.0, 0.0, 0.1], [0.0, 0.0, 0.0], [0.0, 0.0, 0.0], [0.0, 0.0, 0.0]],
  "nbo_charge": [-0.64, -0.43, -0.21, -0.95, 1.34, -0.73, -0.41, -0.69, 2.39, -0.96, -0.90, -0.88, 0.22, 0.23, 0.22, 0.24, 0.19, 0.23, 0.21, 0.43, -0.02, 0.03, 0.25, 0.27, 0.25, 0.22, 0.27, 0.27, 0.51, -0.29, -0.02, 0.02, 0.05, 0.23, -0.29, 0.03, 0.03, 0.01, 0.23, -0.28, 0.08, 0.00, -0.01, 0.24, -0.29, 0.01, 0.03, 0.02, 0.23, -0.29, 0.00, 0.02, 0.04, 0.23]
}

---

{
  "formula": "C7H14O2",
  "method": "ωB97M-V/def2-TZVPD",
  "e_homo_ev": -9.06,
  "smiles": "C=C(O)[C@@H](C)[C@@H](O)CC",
  "relative_energy_kj_mol": 87.2,
  "species": ["C", "C", "O", "C", "C", "C", "O", "C", "C", "H", "H", "H", "H", "H", "H", "H", "H", "H", "H", "H", "H", "H", "H"],
  "xyz": [[-1.218574, 0.283848, 2.833275], [-1.263815, 0.334755, 1.495452], [-2.132239, 1.185056, 0.841514], [-0.408976, -0.535728, 0.583875], [-1.325737, -1.418022, -0.269479], [0.609405, 0.340672, -0.204302], [1.842153, 0.362743, 0.533949], [0.900782, -0.114180, -1.642370], [2.159975, 0.506848, -2.235198], [-1.850858, 0.906884, 3.456006], [-0.544754, -0.395690, 3.346046], [-2.687349, 1.638895, 1.498947], [0.168249, -1.221622, 1.221041], [-1.880779, -0.837611, -1.013069], [-0.751281, -2.189854, -0.791980], [-2.053599, -1.944665, 0.359331], [0.270591, 1.383501, -0.255524], [1.649976, 0.799894, 1.381777], [1.023182, -1.200906, -1.689713], [0.042977, 0.147816, -2.274238], [2.188568, 0.342207, -3.317088], [2.207402, 1.584026, -2.050066], [3.054702, 0.041135, -1.808186]],
  "forces_ev_per_angstrom": [[0.3, -0.1, -0.3], [0.0, 0.0, 0.7], [0.3, -0.3, 0.1], [-0.7, 0.3, -0.1], [-0.2, -0.2, -0.3], [0.3, 0.0, 0.0], [-0.2, 0.1, 0.2], [0.1, -0.1, 0.2], [0.2, 0.0, 0.0], [0.0, 0.0, -0.1], [-0.1, 0.1, -0.2], [0.3, -0.2, -0.3], [0.0, 0.4, -0.1], [0.1, -0.1, 0.1], [-0.1, 0.2, 0.0], [0.1, 0.2, 0.0], [-0.3, -0.2, -0.1], [0.2, -0.3, -0.4], [-0.1, 0.0, 0.1], [0.0, -0.1, 0.2], [0.0, 0.0, 0.1], [0.0, -0.1, 0.0], [-0.2, 0.2, 0.0]],
  "nbo_charge": [-0.55, 0.35, -0.70, -0.30, -0.61, 0.11, -0.73, -0.41, -0.60, 0.19, 0.21, 0.48, 0.23, 0.21, 0.21, 0.22, 0.17, 0.47, 0.20, 0.21, 0.20, 0.20, 0.22]
}

---

{
  "formula": "C24H72O12S12",
  "method": "ωB97M-V/def2-TZVPD",
  "e_homo_ev": -7.56,
  "relative_energy_kj_mol": 277.9,
  "species": ["C", "S", "O", "C", "H", "H", "H", "H", "H", "H", "C", "S", "O", "C", "H", "H", "H", "H", "H", "H", "C", "S", "O", "C", "H", "H", "H", "H", "H", "H", "C", "S", "O", "C", "H", "H", "H", "H", "H", "H", "C", "S", "O", "C", "H", "H", "H", "H", "H", "H", "C", "S", "O", "C", "H", "H", "H", "H", "H", "H", "C", "S", "O", "C", "H", "H", "H", "H", "H", "H", "C", "S", "O", "C", "H", "H", "H", "H", "H", "H", "C", "S", "O", "C", "H", "H", "H", "H", "H", "H", "C", "S", "O", "C", "H", "H", "H", "H", "H", "H", "C", "S", "O", "C", "H", "H", "H", "H", "H", "H", "C", "S", "O", "C", "H", "H", "H", "H", "H", "H"],
  "xyz": [[2.059217, 3.179312, -0.465501], [3.852968, 3.671661, -0.483531], [4.585922, 2.767686, -1.451514], [3.439795, 5.317017, -1.236137], [2.022035, 2.179020, -0.034072], [1.555689, 3.267301, -1.428212], [1.462538, 3.771141, 0.228636], [4.402941, 5.725735, -1.541741], [3.078942, 5.961341, -0.434432], [2.799411, 5.244767, -2.115222], [0.257801, -5.777844, 2.496810], [-0.628083, -4.464847, 1.528252], [0.376416, -4.223467, 0.374631], [-1.874842, -5.591920, 0.757899], [0.872271, -6.383869, 1.831031], [-0.326958, -6.487715, 3.081820], [0.936359, -5.206769, 3.130474], [-2.535881, -4.952263, 0.173128], [-2.402579, -6.146674, 1.533688], [-1.370946, -6.356540, 0.166665], [1.807522, -2.570129, 3.956153], [1.161030, -1.833075, 5.587738], [0.386401, -2.928660, 6.246267], [2.817042, -1.641943, 6.445160], [2.468641, -1.909617, 3.395125], [0.897306, -2.699204, 3.370538], [2.285750, -3.541615, 4.081123], [3.212220, -2.640466, 6.631926], [2.695361, -1.019520, 7.331660], [3.418128, -1.139581, 5.687243], [2.350837, 1.057099, -3.977514], [3.751306, 1.280051, -5.113769], [3.187762, 0.768036, -6.449581], [3.780744, 3.057970, -5.130285], [2.189171, 0.007420, -3.732327], [1.412600, 1.503775, -4.306599], [2.527628, 1.598340, -3.048054], [3.994420, 3.400896, -4.117945], [2.778106, 3.449040, -5.303136], [4.434666, 3.446568, -5.910982], [-5.297135, -2.582644, 1.040198], [-6.236527, -4.000982, 0.201490], [-5.215125, -4.892675, -0.506298], [-6.721914, -4.834537, 1.789248], [-4.579789, -2.159242, 0.337172], [-4.723430, -3.107607, 1.803992], [-5.967231, -1.792298, 1.378434], [-5.895607, -5.068838, 2.460377], [-7.175702, -5.824184, 1.736482], [-7.419439, -4.184695, 2.317699], [0.852222, -0.987748, 0.810343], [-0.127716, -0.052396, -0.507350], [0.740698, 0.208547, -1.703682], [-1.500071, -1.141900, -0.912321], [0.221026, -1.138046, 1.686182], [1.731811, -0.412276, 1.098865], [1.105438, -1.944737, 0.354093], [-2.147366, -0.686055, -1.661534], [-1.987662, -1.273987, 0.053552], [-1.126203, -1.993132, -1.481288], [-2.237187, 2.008699, 2.124248], [-3.171849, 0.915358, 3.295629], [-3.080495, -0.375854, 2.478397], [-1.897308, 0.832095, 4.613555], [-2.781564, 2.136417, 1.188589], [-1.259139, 1.546072, 1.991927], [-2.165254, 2.929393, 2.703249], [-1.769778, 1.751408, 5.185129], [-1.005927, 0.425591, 4.135738], [-2.302122, 0.171225, 5.380021], [-2.856163, 2.100222, -6.201055], [-2.826768, 0.334325, -5.708292], [-2.715083, 0.320281, -4.176222], [-4.578357, 0.021291, -6.270613], [-2.676190, 2.058325, -7.275278], [-2.023981, 2.609219, -5.714755], [-3.697784, 2.736961, -5.928416], [-4.600683, -0.084729, -7.355222], [-5.173440, 0.891639, -5.994104], [-4.936001, -0.949114, -5.926342], [2.613137, 2.507924, 4.958524], [1.762338, 2.384852, 3.338338], [1.198172, 0.983557, 3.343462], [0.374838, 3.569309, 3.654691], [3.689150, 2.416654, 4.810320], [2.357108, 1.623779, 5.542345], [2.231083, 3.303859, 5.597758], [0.638129, 4.489641, 4.176011], [-0.311892, 3.057875, 4.329168], [-0.130888, 3.764505, 2.709040], [-1.097309, -2.501891, -5.168233], [-2.822682, -2.956971, -4.802660], [-3.396608, -3.554227, -6.104566], [-2.370516, -4.236022, -3.600802], [-1.045888, -1.726618, -5.932694], [-0.584775, -3.455323, -5.296240], [-0.567468, -2.101524, -4.303894], [-1.627589, -4.949599, -3.957124], [-3.283227, -4.819614, -3.480530], [-2.089941, -3.864240, -2.615334], [4.790414, 0.443757, 2.380543], [6.007182, -0.659546, 3.299260], [7.289259, -0.296404, 2.501746], [6.197302, 0.452252, 4.754257], [4.785916, 0.241530, 1.309479], [5.149447, 1.470851, 2.445880], [3.816871, 0.313204, 2.853062], [6.453013, 1.471202, 4.463670], [6.934641, 0.207581, 5.518831], [5.333276, 0.378202, 5.414618], [-0.444137, 5.757088, -2.433578], [-0.422018, 4.414181, -3.701066], [1.100731, 4.005562, -3.879110], [-1.376070, 3.238554, -2.648440], [-1.439150, 6.162983, -2.251116], [0.167905, 6.502918, -2.940747], [0.062097, 5.451196, -1.518003], [-1.492035, 3.505181, -1.597932], [-0.975816, 2.225219, -2.680893], [-2.368862, 3.130715, -3.085289]],
  "forces_ev_per_angstrom": [[0.3, -0.3, 0.6], [-1.0, -0.3, -1.0], [-1.0, 1.2, 0.8], [1.2, -0.5, 0.0], [0.0, -0.2, -0.5], [0.5, -0.4, -0.3], [0.4, 0.5, 0.2], [0.0, 0.0, -0.1], [-0.3, -0.2, 0.0], [-0.2, -0.2, 0.2], [0.2, 0.4, 0.0], [1.6, -2.1, -2.1], [-1.5, 0.3, 1.7], [0.3, 0.3, 0.7], [-0.2, 0.3, -0.5], [-0.4, 0.5, 0.1], [-0.1, -0.2, 0.2], [-0.1, -0.3, 0.0], [-0.3, 0.4, 0.1], [0.3, 0.4, -0.2], [-0.5, 0.4, 0.7], [0.9, -0.7, -0.6], [0.5, 0.4, -0.2], [-0.9, -0.3, -1.1], [0.0, 0.2, 0.3], [0.0, 0.0, 0.1], [0.0, 0.1, 0.4], [0.0, 0.1, 0.2], [0.0, -0.3, 0.0], [0.2, 0.1, 0.2], [0.0, 0.6, 0.7], [-1.6, -1.5, -1.2], [0.9, 0.9, 1.3], [-1.0, 0.7, 0.1], [0.3, 0.1, -0.3], [0.2, -0.1, -0.8], [0.5, -0.2, 0.1], [0.6, -0.1, 0.0], [-0.1, -0.2, -0.3], [0.3, -0.2, 0.3], [0.0, -1.4, -0.6], [1.1, -0.8, 0.1], [-1.0, 1.2, 1.1], [0.2, -0.1, 0.4], [-0.3, -0.2, -0.3], [-0.1, 0.5, 0.3], [0.0, -0.3, 0.2], [0.5, 0.6, -0.2], [-0.4, 0.2, -1.1], [0.0, 0.2, -0.1], [-0.8, -0.4, -1.4], [0.4, 1.5, 0.9], [-0.3, -0.7, 0.4], [0.8, -0.2, -0.5], [-0.2, 0.1, -0.1], [-0.2, 0.2, -0.3], [0.2, -0.1, 0.2], [0.0, 0.8, 0.3], [-0.2, -0.6, -0.2], [0.1, -0.6, 0.8], [-0.5, 0.1, 1.7], [1.0, -0.8, -2.2], [-0.4, 0.7, 1.4], [-0.7, -0.5, -0.1], [-0.1, -0.2, 0.3], [-0.1, 0.0, -0.1], [0.2, 0.4, -0.5], [0.1, 0.4, -0.6], [0.2, 0.2, 0.3], [0.0, -0.5, -0.3], [0.7, -0.1, 0.0], [-0.8, 0.9, 1.7], [-0.5, 0.0, -2.0], [0.6, 0.0, 0.0], [-0.1, 0.4, 0.0], [0.4, -0.4, -0.2], [-0.6, -0.7, -0.1], [0.4, 0.3, -0.1], [-0.2, -0.4, 0.3], [0.1, 0.2, 0.5], [-0.5, -0.6, 0.3], [-0.1, -0.2, 0.7], [0.0, 0.9, -0.2], [0.0, -0.6, 0.4], [0.0, 0.7, 0.0], [-0.3, -0.4, -0.4], [0.6, 0.5, -0.4], [0.5, 0.0, -0.4], [0.0, -0.2, -0.1], [0.2, 0.0, 0.1], [0.1, -0.3, 0.8], [0.0, 0.0, -1.3], [1.1, 0.5, 2.1], [-0.7, -1.0, -0.3], [0.0, -0.6, -0.3], [0.0, 0.2, -1.0], [-0.5, 0.3, 0.4], [0.2, 0.3, -0.2], [-0.1, 0.1, 0.2], [0.0, 0.4, -0.2], [0.2, -0.4, 0.9], [2.5, 3.1, -2.0], [-1.7, -1.4, 1.3], [-0.5, -0.2, 1.0], [0.0, -0.7, 0.2], [0.1, -0.1, 0.4], [-0.2, 0.1, -0.2], [-0.4, -0.1, -0.4], [0.7, -0.9, -0.8], [-0.7, 0.4, -0.4], [0.7, 0.0, -1.0], [2.4, -0.7, 0.8], [-3.6, 0.9, 1.0], [0.0, -0.7, -0.2], [0.0, -0.3, -0.1], [0.0, 0.3, 0.3], [-0.1, -0.2, -0.1], [0.3, 0.4, -0.1], [0.5, 0.1, -0.2], [0.0, 0.3, -0.1]],
  "lowdin_charge": [-0.26, 0.83, -0.55, -0.25, 0.02, 0.03, 0.03, 0.04, 0.05, 0.03, -0.24, 0.84, -0.59, -0.24, 0.06, 0.05, 0.01, 0.02, 0.05, 0.06, -0.21, 0.82, -0.57, -0.23, 0.03, 0.01, 0.05, 0.06, 0.04, 0.01, -0.28, 0.85, -0.60, -0.29, 0.04, 0.04, 0.02, 0.03, 0.02, 0.05, -0.23, 0.85, -0.60, -0.27, 0.03, 0.04, 0.05, 0.04, 0.05, 0.04, -0.22, 0.80, -0.56, -0.24, 0.03, 0.03, 0.03, 0.04, 0.04, 0.04, -0.25, 0.86, -0.59, -0.26, 0.06, 0.02, 0.02, 0.05, 0.02, 0.05, -0.26, 0.84, -0.59, -0.23, 0.05, 0.02, 0.06, 0.06, 0.04, 0.04, -0.22, 0.84, -0.58, -0.24, 0.03, 0.04, 0.05, 0.06, 0.03, 0.03, -0.26, 0.80, -0.57, -0.26, 0.02, 0.05, 0.05, 0.06, 0.05, 0.04, -0.24, 0.87, -0.59, -0.28, 0.06, 0.05, 0.00, 0.06, 0.05, 0.02, -0.26, 0.90, -0.58, -0.26, 0.06, 0.04, 0.04, 0.04, 0.04, 0.04]
}

---

{
  "formula": "C3H10N5",
  "method": "ωB97M-V/def2-TZVPD",
  "charge": 1,
  "e_homo_ev": -13.66,
  "smiles": "N[C@@H]1NCNC(=[NH2+])N1",
  "relative_energy_kj_mol": 19.2,
  "species": ["N", "C", "N", "C", "N", "C", "N", "N", "H", "H", "H", "H", "H", "H", "H", "H", "H", "H"],
  "xyz": [[-2.321584, 1.148754, -0.025037], [-1.299764, 0.328539, -0.399337], [-1.109185, -0.969272, 0.327900], [-0.018569, -1.749069, -0.138270], [1.228833, -0.956455, -0.168842], [1.246256, 0.419342, -0.123527], [2.476883, 1.022595, 0.092184], [0.077019, 1.089976, 0.006921], [-2.461250, 1.434799, 0.999178], [-3.252842, 0.858407, -0.384602], [-1.342369, 0.062199, -1.487619], [-1.275759, -0.929401, 1.360187], [0.129292, -2.681339, 0.536084], [-0.158913, -2.213163, -1.165350], [2.257352, -1.344444, -0.063209], [2.603154, 2.003911, 0.367988], [3.213745, 0.302621, 0.237920], [0.007709, 2.172002, 0.027436]],
  "forces_ev_per_angstrom": [[-2.8, 1.3, 1.8], [3.1, -1.9, 1.4], [-1.2, 0.7, 0.0], [0.3, -2.4, 0.2], [3.6, 1.7, 0.1], [-0.1, 0.0, 2.2], [-1.0, -1.7, -0.5], [-0.9, 1.2, -1.8], [0.8, -0.9, -2.0], [1.2, 0.3, 0.2], [0.3, 0.6, 0.9], [0.5, 0.1, -1.5], [-0.1, 1.8, -0.9], [-0.2, 0.9, 1.0], [-3.3, 0.4, -0.4], [-0.2, -1.0, -0.3], [-0.5, 1.7, 0.0], [0.5, -2.6, -0.3]],
  "nbo_charge": [-0.85, 0.31, -0.65, -0.06, -0.60, 0.67, -0.78, -0.63, 0.40, 0.41, 0.21, 0.40, 0.24, 0.21, 0.42, 0.44, 0.41, 0.44]
}